Record 1
DFT (wB97M-V/def2-TZVPD) results for one molecule with the formula C22H26FN3O5S.

Output
SMILES: Cc1ccccc1N(CC(=O)NC[C@@H]1CCCO1)C(=O)CNS(=O)(=O)c1ccc(F)cc1
ΔE to the lowest compared entry with this formula, charge and spin, kJ/mol: 27.64

Element x y z (Å)
1 C -2.796 -3.646 -0.806
2 C -3.044 -2.582 0.220
3 C -4.306 -2.454 0.794
4 C -4.564 -1.503 1.763
5 C -3.552 -0.659 2.195
6 C -2.293 -0.763 1.637
7 C -2.046 -1.703 0.639
8 N -0.729 -1.774 0.104
9 C -0.322 -1.221 -1.062
10 O 0.860 -1.211 -1.362
11 C -1.390 -0.704 -2.023
12 N -2.355 0.231 -1.516
13 S -2.037 1.859 -1.602
14 O -3.254 2.500 -1.203
15 O -1.496 2.109 -2.904
16 C -0.786 2.220 -0.375
17 C -1.191 2.482 0.920
18 C -0.246 2.804 1.877
19 C 1.084 2.856 1.495
20 C 1.495 2.606 0.197
21 C 0.541 2.276 -0.748
22 H 0.809 2.074 -1.773
23 H 2.541 2.669 -0.053
24 F 2.013 3.178 2.414
25 H -0.519 3.007 2.900
26 H -2.243 2.448 1.153
27 H -2.875 -0.038 -0.697
28 H -0.877 -0.184 -2.836
29 H -1.914 -1.568 -2.447
30 C 0.327 -2.247 0.986
31 H 0.868 -3.059 0.493
32 H -0.132 -2.614 1.906
33 C 1.279 -1.090 1.324
34 O 0.849 0.000 1.647
35 N 2.578 -1.407 1.281
36 H 2.880 -2.296 0.911
37 C 3.650 -0.459 1.460
38 H 3.214 0.526 1.631
39 H 4.243 -0.751 2.332
40 C 4.553 -0.452 0.216
41 C 3.881 0.134 -1.032
42 H 4.100 1.192 -1.151
43 C 4.461 -0.721 -2.154
44 H 3.818 -0.759 -3.029
45 C 4.565 -2.073 -1.457
46 H 5.334 -2.727 -1.872
47 H 3.594 -2.587 -1.495
48 O 4.915 -1.794 -0.109
49 H 5.451 -0.364 -2.442
50 H 2.802 -0.015 -0.980
51 H 5.475 0.095 0.461
52 H -1.481 -0.123 1.952
53 H -3.744 0.074 2.962
54 H -5.552 -1.425 2.189
55 H -5.091 -3.123 0.475
56 H -3.156 -4.606 -0.439
57 H -1.738 -3.734 -1.038
58 H -3.340 -3.420 -1.723

Atom charges from the Löwdin analysis, given in e for atoms 1 to 6: atom 1 (C): -0.0292, atom 2 (C): -0.2058, atom 3 (C): -0.0360, atom 4 (C): -0.0703, atom 5 (C): -0.0631, atom 6 (C): -0.0149

Record 2
DFT (wB97M-V/def2-TZVPD) results for a 2-piece molecular cluster, H3N3O2 overall.

Output
ΔE to the lowest compared entry with this formula, charge and spin, kJ/mol: 167.99

Element x y z (Å)
1 N 0.473 -0.162 -0.039
2 N -0.392 0.290 -0.958
3 N -1.987 -1.217 -0.017
4 O -1.236 -1.723 0.789
5 O -3.135 -1.400 -0.319
6 H 0.249 0.127 0.887
7 H 1.233 -0.813 -0.201
8 H -0.724 1.118 -0.502

Atom charges from the Löwdin analysis, given in e for atoms 1 to 6: atom 1 (N): -0.0525, atom 2 (N): 0.0419, atom 3 (N): -0.2755, atom 4 (O): -0.0013, atom 5 (O): 0.0473, atom 6 (H): 0.0884

Record 3
DFT (wB97M-V/def2-TZVPD) results for a 4-piece molecular cluster, C36H44NO8 overall.

Output
Net charge: +1

Element x y z (Å)
1 C 3.901 0.414 0.927
2 C 2.600 0.760 0.191
3 C 2.637 -0.058 -1.118
4 C 1.407 0.236 0.992
5 C 2.479 2.245 -0.220
6 C 1.970 3.277 0.792
7 C 2.666 3.190 2.159
8 C 2.326 4.674 0.219
9 C 0.447 3.283 0.957
10 C -0.160 3.637 2.169
11 C -1.547 3.635 2.338
12 C -2.350 3.263 1.276
13 O -3.742 3.226 1.421
14 C -4.178 1.969 1.900
15 C -5.648 1.720 1.489
16 O -6.113 2.631 0.520
17 C -5.664 2.379 -0.770
18 C -6.668 1.567 -1.596
19 N -6.414 0.076 -1.538
20 C -1.791 2.927 0.044
21 C -0.406 2.939 -0.096
22 H 4.754 0.458 0.253
23 H 4.069 0.982 1.835
24 H 3.830 -0.631 1.228
25 H 1.622 -0.135 -1.508
26 H 3.232 0.450 -1.875
27 H 3.052 -1.040 -0.917
28 H 1.532 -0.812 1.252
29 H 0.507 0.293 0.376
30 H 1.191 0.816 1.885
31 H 1.887 2.265 -1.131
32 H 3.478 2.564 -0.519
33 H 3.731 3.051 2.003
34 H 2.262 2.426 2.813
35 H 2.575 4.156 2.649
36 H 1.958 5.465 0.861
37 H 1.892 4.761 -0.776
38 H 3.407 4.724 0.097
39 H 0.422 3.930 3.026
40 H -1.975 3.920 3.285
41 H -4.071 1.912 2.984
42 H -3.543 1.180 1.491
43 H -6.289 1.781 2.360
44 H -5.732 0.684 1.140
45 H -4.698 1.860 -0.785
46 H -5.505 3.317 -1.292
47 H -6.596 1.876 -2.633
48 H -7.676 1.777 -1.262
49 H -5.514 -0.137 -1.105
50 H -6.396 -0.332 -2.471
51 H -7.124 -0.397 -0.976
52 H -2.421 2.669 -0.792
53 H -0.004 2.676 -1.061
54 C 3.884 -3.765 -3.212
55 C 4.101 -3.912 -4.516
56 C 5.227 -3.217 -5.192
57 O 5.420 -3.348 -6.380
58 C 6.098 -2.354 -4.356
59 C 5.882 -2.208 -3.051
60 C 4.758 -2.904 -2.377
61 O 4.552 -2.776 -1.188
62 H 3.071 -4.262 -2.699
63 H 3.478 -4.536 -5.143
64 H 6.911 -1.856 -4.869
65 H 6.506 -1.584 -2.422
66 C 9.161 -1.002 3.408
67 C 9.077 -0.974 2.081
68 C 7.949 -1.623 1.366
69 O 7.873 -1.597 0.156
70 C 6.917 -2.305 2.187
71 C 7.002 -2.333 3.514
72 C 8.129 -1.683 4.231
73 O 8.203 -1.706 5.439
74 H 9.974 -0.536 3.949
75 H 9.817 -0.483 1.462
76 H 6.103 -2.771 1.646
77 H 6.263 -2.825 4.134
78 C -9.205 -5.086 -1.818
79 C -8.070 -4.400 -1.719
80 C -7.946 -3.259 -0.788
81 O -6.899 -2.630 -0.702
82 C -9.121 -2.905 0.039
83 C -10.259 -3.587 -0.055
84 C -10.392 -4.735 -0.993
85 O -11.424 -5.356 -1.079
86 H -9.321 -5.924 -2.493
87 H -7.193 -4.640 -2.307
88 H -9.001 -2.071 0.720
89 H -11.132 -3.348 0.539

Atom charges from the Löwdin analysis, given in e for atoms 1 to 6: atom 1 (C): -0.0483, atom 2 (C): -0.5596, atom 3 (C): -0.0560, atom 4 (C): -0.0428, atom 5 (C): -0.1160, atom 6 (C): -0.4783

Record 4
DFT (wB97M-V/def2-TZVPD) results for C57H56Cl4N5O3RbSb2 as an isolated structure.

Output
Net charge: -2
ΔE to the lowest compared entry with this formula, charge and spin, kJ/mol: 19.31

Element x y z (Å)
1 Rb -0.932 -0.605 1.215
2 Cl -0.456 -1.398 7.751
3 C -0.237 -0.589 6.223
4 C -0.750 0.674 6.029
5 Cl -1.659 1.471 7.281
6 C -0.544 1.301 4.789
7 Cl -1.108 2.936 4.538
8 C 0.126 0.702 3.723
9 O 0.361 1.345 2.626
10 C 0.584 -0.686 3.881
11 O 1.149 -1.298 2.909
12 C 0.438 -1.230 5.172
13 Cl 1.204 -2.773 5.473
14 C 2.236 -4.797 -1.747
15 C 1.123 -4.848 -2.584
16 C 0.158 -3.859 -2.531
17 C 0.302 -2.805 -1.632
18 C 1.414 -2.746 -0.798
19 C 2.378 -3.743 -0.854
20 N -0.618 -1.723 -1.493
21 N -1.550 -1.743 -2.311
22 C -2.410 -0.608 -2.319
23 C -3.372 -0.701 -3.336
24 C -4.207 0.369 -3.594
25 C -4.038 1.530 -2.841
26 C -3.081 1.574 -1.833
27 C -2.231 0.509 -1.480
28 H 2.986 -5.577 -1.793
29 H 1.013 -5.667 -3.285
30 H -0.707 -3.872 -3.182
31 H 1.518 -1.919 -0.102
32 H 3.236 -3.692 -0.195
33 H -3.430 -1.614 -3.922
34 H -4.957 0.314 -4.375
35 H -4.660 2.399 -3.045
36 H -2.993 2.512 -1.283
37 C 3.651 0.609 -2.195
38 C 4.295 1.729 -1.361
39 C 4.331 1.452 0.141
40 Sb 2.378 1.008 1.146
41 C 3.308 1.487 3.023
42 C 2.786 2.452 3.881
43 C 3.390 2.714 5.104
44 C 4.522 2.010 5.492
45 C 5.046 1.040 4.649
46 C 4.441 0.786 3.425
47 C 1.642 2.977 0.621
48 C 0.317 3.118 0.201
49 C -0.188 4.358 -0.165
50 C 0.623 5.486 -0.121
51 C 1.942 5.361 0.291
52 C 2.441 4.114 0.655
53 Sb 1.498 0.853 -2.401
54 C 1.302 -0.575 -4.009
55 C 2.265 -1.542 -4.288
56 C 2.066 -2.478 -5.296
57 C 0.897 -2.457 -6.042
58 C -0.072 -1.500 -5.773
59 C 0.130 -0.571 -4.763
60 C 1.787 2.548 -3.716
61 C 2.116 2.437 -5.065
62 C 2.335 3.568 -5.840
63 C 2.230 4.832 -5.275
64 C 1.899 4.957 -3.934
65 C 1.673 3.823 -3.163
66 H 3.852 -0.364 -1.735
67 H 4.055 0.594 -3.210
68 H 3.775 2.678 -1.542
69 H 5.317 1.886 -1.732
70 H 4.810 2.284 0.666
71 H 4.958 0.570 0.328
72 H 1.879 2.974 3.602
73 H 2.957 3.456 5.766
74 H 4.981 2.202 6.455
75 H 5.917 0.470 4.952
76 H 4.854 0.011 2.786
77 H -0.337 2.254 0.146
78 H -1.218 4.440 -0.495
79 H 0.229 6.454 -0.406
80 H 2.584 6.234 0.332
81 H 3.474 4.037 0.979
82 H 3.178 -1.583 -3.706
83 H 2.821 -3.231 -5.488
84 H 0.737 -3.190 -6.824
85 H -0.997 -1.486 -6.337
86 H -0.649 0.152 -4.547
87 H 2.201 1.455 -5.519
88 H 2.589 3.463 -6.889
89 H 2.401 5.716 -5.879
90 H 1.808 5.937 -3.480
91 H 1.399 3.940 -2.120
92 O -3.048 0.378 2.567
93 C -4.108 0.917 2.305
94 C -5.317 0.113 1.878
95 C -5.670 0.304 0.399
96 C -6.446 1.586 0.106
97 C -5.732 2.886 0.467
98 C -5.385 3.033 1.948
99 N -4.236 2.266 2.380
100 H -6.177 0.373 2.506
101 H -5.048 -0.925 2.065
102 H -6.279 -0.545 0.079
103 H -4.755 0.271 -0.198
104 H -7.401 1.553 0.649
105 H -6.688 1.609 -0.960
106 H -6.378 3.724 0.187
107 H -4.812 2.977 -0.115
108 H -6.262 2.779 2.558
109 H -5.151 4.077 2.160
110 H -3.385 2.740 2.649
111 N -3.273 -2.990 1.501
112 C -2.404 -3.738 1.654
113 N -1.451 -4.650 1.853
114 C -0.958 -5.324 0.644
115 C -0.181 -6.572 1.028
116 C 0.946 -6.225 1.995
117 C 0.390 -5.506 3.221
118 C -0.394 -4.267 2.825
119 H -0.310 -4.650 0.078
120 H -1.817 -5.572 0.019
121 H 0.215 -7.023 0.114
122 H -0.862 -7.292 1.494
123 H 1.664 -5.573 1.489
124 H 1.481 -7.131 2.291
125 H 1.191 -5.191 3.888
126 H -0.265 -6.184 3.779
127 H 0.275 -3.503 2.409
128 H -0.882 -3.819 3.689

Atom charges from the Löwdin analysis, given in e for atoms 1 to 6: atom 1 (Rb): 0.7413, atom 2 (Cl): 0.5790, atom 3 (C): -0.7312, atom 4 (C): -0.7317, atom 5 (Cl): 0.5831, atom 6 (C): -0.6029

Record 5
DFT (wB97M-V/def2-TZVPD) results for H2O2Si2 as an isolated structure.

Output
ΔE to the lowest compared entry with this formula, charge and spin, kJ/mol: 21.30

Element x y z (Å)
1 O 1.485 0.834 0.258
2 O -0.789 -0.345 -0.571
3 Si 0.045 1.009 -0.054
4 Si -0.139 -1.808 -0.532
5 H -0.581 2.352 -0.090
6 H -0.022 -2.042 0.989

For each atom in turn, the Löwdin charge in e is: atom 1 (O): -0.3558, atom 2 (O): -0.5773, atom 3 (Si): 0.4487, atom 4 (Si): 0.6387, atom 5 (H): -0.0043, atom 6 (H): -0.1501

Record 6
DFT (wB97M-V/def2-TZVPD) results for a 3-piece molecular cluster, C42H56BrClO14S overall.

Output
SMILES: COCCCCCCCC[C@@H]1OC(=O)[C@@](CCCCS(=O)(=O)Cl)(C[C@H](C)Br)[C@H]1C[C@H](C)OCc1ccccc1.O=C1C=C(O)C(=O)C=C1O.O=C1C=C(O)C(=O)C=C1O

Element x y z (Å)
1 C 6.161 2.703 2.729
2 O 5.705 3.685 1.791
3 C 4.290 3.576 1.593
4 C 3.828 2.495 0.522
5 C 4.943 2.007 -0.487
6 C 4.567 0.492 -0.889
7 C 3.701 0.383 -2.201
8 C 2.214 0.945 -2.050
9 C 1.468 0.062 -0.960
10 C -0.096 0.364 -0.911
11 C -0.689 -0.159 0.453
12 O 0.032 -1.433 0.640
13 C -0.655 -2.121 1.667
14 O -0.125 -3.042 2.214
15 C -2.132 -1.523 1.881
16 C -3.229 -2.621 2.117
17 C -3.701 -3.403 0.826
18 C -3.171 -4.898 0.702
19 C -2.039 -4.993 -0.419
20 S -0.486 -5.769 0.181
21 O -0.458 -5.981 1.623
22 O -0.358 -7.082 -0.473
23 Cl 1.059 -4.486 -0.385
24 C -1.916 -0.553 3.128
25 C -2.369 -1.127 4.524
26 C -2.307 0.104 5.541
27 Br -1.140 -2.490 5.271
28 C -2.166 -0.674 0.529
29 C -3.385 0.340 0.507
30 C -3.046 1.815 0.065
31 C -2.396 2.571 1.293
32 O -4.328 2.453 -0.169
33 C -4.216 3.549 -1.090
34 C -4.232 4.883 -0.220
35 C -3.389 6.040 -0.506
36 C -3.472 7.189 0.405
37 C -4.367 7.143 1.567
38 C -5.242 5.988 1.860
39 C -5.151 4.850 0.942
40 H 7.121 2.261 2.329
41 H 6.320 3.150 3.745
42 H 5.454 1.836 2.857
43 H 3.806 4.578 1.397
44 H 3.853 3.240 2.586
45 H 3.034 2.999 -0.106
46 H 3.309 1.653 1.054
47 H 5.973 1.947 -0.051
48 H 4.950 2.606 -1.440
49 H 5.563 0.005 -1.124
50 H 4.155 -0.071 -0.011
51 H 3.590 -0.724 -2.416
52 H 4.225 0.809 -3.101
53 H 1.711 0.700 -3.031
54 H 2.188 2.042 -1.833
55 H 1.669 -1.008 -1.248
56 H 1.940 0.272 0.035
57 H -0.166 1.492 -0.972
58 H -0.627 -0.100 -1.782
59 H -0.254 0.453 1.284
60 H -4.119 -2.175 2.648
61 H -2.761 -3.390 2.803
62 H -4.827 -3.483 0.898
63 H -3.495 -2.888 -0.145
64 H -2.885 -5.341 1.688
65 H -4.041 -5.505 0.316
66 H -2.365 -5.580 -1.323
67 H -1.771 -3.970 -0.813
68 H -2.423 0.448 3.022
69 H -0.810 -0.331 3.194
70 H -3.447 -1.452 4.548
71 H -2.596 -0.190 6.581
72 H -1.328 0.639 5.470
73 H -3.100 0.830 5.189
74 H -2.284 -1.227 -0.438
75 H -4.123 -0.057 -0.253
76 H -3.945 0.385 1.484
77 H -2.374 1.834 -0.831
78 H -1.577 2.003 1.803
79 H -1.947 3.564 0.992
80 H -3.182 2.761 2.082
81 H -3.328 3.496 -1.770
82 H -5.194 3.576 -1.658
83 H -2.717 5.971 -1.395
84 H -2.811 8.064 0.199
85 H -4.400 8.005 2.271
86 H -5.919 5.926 2.739
87 H -5.782 3.944 1.138
88 C 7.541 4.989 -3.052
89 C 8.832 5.044 -3.392
90 C 9.896 5.317 -2.379
91 O 11.062 5.340 -2.730
92 C 9.483 5.551 -0.997
93 C 8.190 5.499 -0.656
94 C 7.129 5.200 -1.664
95 O 5.965 5.145 -1.313
96 O 7.790 5.712 0.608
97 O 9.235 4.856 -4.664
98 H 6.763 4.791 -3.776
99 H 10.261 5.765 -0.277
100 H 6.817 5.615 0.597
101 H 10.208 4.944 -4.645
102 C -5.062 -7.945 -3.690
103 C -5.188 -9.034 -4.455
104 C -4.797 -10.388 -3.957
105 O -4.945 -11.355 -4.681
106 C -4.243 -10.490 -2.608
107 C -4.114 -9.401 -1.844
108 C -4.531 -8.051 -2.333
109 O -4.415 -7.085 -1.598
110 O -3.604 -9.472 -0.601
111 O -5.672 -8.962 -5.709
112 H -5.344 -6.961 -4.038
113 H -3.948 -11.472 -2.266
114 H -3.616 -8.558 -0.258
115 H -5.663 -9.879 -6.045

Atom charges from the Löwdin analysis, given in e for atoms 1 to 6: atom 1 (C): -0.1120, atom 2 (O): -0.2398, atom 3 (C): -0.2200, atom 4 (C): -0.1626, atom 5 (C): -0.1680, atom 6 (C): -0.2098

In Eh, the DFT total energy values for the records above are, in order, -1892.49386; -316.34284; -2054.47974; -5050.51391; -730.67543; -6119.55553.